The following is a DFT calculation (the ωB97M-V functional and the def2-TZVPD basis) of a single C3HF3 molecule in a non-equilibrium geometry.

Last column: Mulliken charge in e.
Cartesian coordinates (Å):
C -0.2263 -0.4534 0.0936  -0.20
C 0.3559 -1.7787 -0.1866  0.03
C -1.5166 0.0089 -0.0279  0.46
F -0.5300 -2.7016 0.0390  -0.15
F -1.9509 1.2109 -0.0254  -0.20
F -2.5580 -0.8777 0.0650  -0.22
H 0.3675 0.4926 0.0375  0.27

Forces on atoms 1 to 3 (eV/Å):
C 1.21 2.25 -1.80
C -2.43 3.12 1.48
C 0.01 -4.70 0.75

multiplicity = 3
ΔE to the lowest compared entry with this formula, charge and spin = 0.0 kJ/mol
molar mass = 94.035 g/mol
HOMO level (alpha / beta) = -8.0 / -10.7 eV
calculated total energy = -414.32003 Eh
LUMO level (alpha / beta) = 0.854 / -1.715 eV